a | 13
Properties=species:S:1:pos:R:3:mulliken_charge:R:1 method="wB97M-V/def2-TZVPD" homo_energy_ev=-9.6 lumo_energy_ev=0.53 spin_multiplicity=1
H 0.12106 -2.22644 0.46135 0.20
N -0.58053 -2.08822 -0.39548 -0.59
C -0.70342 -0.83077 -0.61390 0.12
N -0.23697 0.30053 0.06796 0.30
C -0.07479 1.41027 -0.82092 0.00
N -0.57883 1.53650 -1.94137 -0.55
H -0.50378 2.56086 -2.28838 0.27
N 0.80283 0.40001 0.96853 -0.57
C 0.82872 -0.58654 1.82991 -0.41
H -1.45909 -0.58153 -1.42644 0.36
H 0.59728 2.19917 -0.36436 0.33
H 0.23442 -1.51499 1.88764 0.28
H 1.55309 -0.57886 2.63546 0.26

b | 13
Properties=species:S:1:pos:R:3:mulliken_charge:R:1 method="wB97M-V/def2-TZVPD" homo_energy_ev=-9.0 lumo_energy_ev=0.67 spin_multiplicity=1
C -0.80464 -1.00913 -1.97720 -0.80
C 0.72991 2.40632 -0.89883 0.15
C -0.18873 -1.09359 -0.80140 0.12
N 0.84528 -0.21823 -0.53555 -0.10
N 2.45541 0.13484 1.07087 -0.58
N -0.38338 2.44906 -1.09901 -0.38
N 1.54622 -0.00820 0.39956 0.47
H -1.50335 -1.69567 -2.37378 0.29
H -0.46752 -0.22915 -2.52306 0.28
H 1.77400 2.33152 -0.51669 0.24
H -2.15005 -0.67026 4.49722 0.00
H -0.38266 -1.93335 -0.05722 0.31
H -1.47050 -0.46416 4.81509 0.00

c | 13
Properties=species:S:1:pos:R:3:mulliken_charge:R:1 method="wB97M-V/def2-TZVPD" smiles="C/N=c1/[nH]cn[nH]1" homo_energy_ev=-8.2 lumo_energy_ev=0.82 spin_multiplicity=1
C 2.06424 -0.18972 0.07533 -0.89
N 1.14997 0.87234 -0.17420 -0.57
C -0.01086 0.47114 0.02198 0.43
N -1.28447 1.06182 0.11091 -0.17
C -2.27202 0.19462 -0.04516 -0.01
N -1.78762 -0.94299 -0.04149 -0.79
N -0.43180 -0.81432 0.13159 0.11
H 2.31967 -0.73680 -0.90292 0.29
H 1.81195 -0.96359 0.97498 0.26
H 3.08005 0.12707 0.22840 0.32
H -1.52452 2.12905 0.23353 0.27
H -3.30304 0.33584 -0.20148 0.41
H 0.18844 -1.54448 -0.41148 0.33

Most stable structure: c

a | 13
Properties=species:S:1:pos:R:3:mulliken_charge:R:1 method="wB97M-V/def2-TZVPD" homo_energy_ev="-8.3 / -7.9" lumo_energy_ev="-0.19 / -0.23" spin_multiplicity=1
C 1.98351 1.22136 -0.01861 0.28
C 0.40869 -2.02180 0.05456 -0.29
C -0.45369 0.84129 -0.08665 -0.86
N 2.53379 -1.39003 -0.06201 -0.86
N 3.15434 0.88556 -0.24505 -0.52
N 0.96650 0.34768 0.08707 -0.13
N 1.29602 -1.08174 0.04582 0.69
H 1.57210 2.19952 -0.01740 0.35
H -0.56908 -1.98314 0.70631 0.16
H 0.81881 -3.04092 -0.04456 0.27
H -1.08975 -0.03986 0.14731 0.25
H -0.43786 1.63451 0.63064 0.37
H -0.52612 1.18532 -1.10848 0.29

b | 13
Properties=species:S:1:pos:R:3:mulliken_charge:R:1 method="wB97M-V/def2-TZVPD" smiles=CCc1nn[nH]n1 homo_energy_ev=-10.4 lumo_energy_ev=1.15 spin_multiplicity=1
C 1.89875 -0.24183 -0.39852 -1.12
C 0.94082 0.58505 0.40099 -0.21
C -0.49527 0.15040 0.26386 0.56
N -1.03317 -0.89185 0.93029 -0.26
N -2.28336 -1.04793 0.55013 -0.50
N -2.50546 -0.09298 -0.24409 0.41
N -1.51723 0.68444 -0.53219 -0.61
H 2.90721 0.10369 -0.14665 0.30
H 1.60613 -0.09091 -1.50987 0.29
H 1.70378 -1.30882 -0.21791 0.34
H 0.91420 1.58687 -0.09501 0.26
H 1.34115 0.41508 1.44478 0.28
H -3.47755 0.14879 -0.44583 0.27

c | 13
Properties=species:S:1:pos:R:3:mulliken_charge:R:1 method="wB97M-V/def2-TZVPD" smiles="N/N=C1/C=NNC1" homo_energy_ev=-7.2 lumo_energy_ev=0.78 spin_multiplicity=1
N -0.40700 2.23327 0.06385 -0.30
N -1.06131 1.25936 0.69243 -0.53
C -0.49470 0.08610 0.52568 0.81
C -0.95175 -1.22776 0.76114 -0.53
N -0.11119 -2.22688 0.25603 -0.62
N 0.79269 -1.63395 -0.46598 0.11
C 0.77879 -0.17935 -0.38184 -0.64
H -0.96626 3.00766 -0.13807 0.23
H 0.32939 1.90775 -0.56955 0.20
H -1.80827 -1.55220 1.33703 0.44
H 1.58303 -2.22224 -0.73327 0.26
H 1.68817 0.30307 0.04165 0.30
H 0.62840 0.24517 -1.38909 0.28

Most stable structure: b

a | 27
Properties=species:S:1:pos:R:3:mulliken_charge:R:1 method="wB97M-V/def2-TZVPD" smiles=Cc1c[nH]cn1.Cc1ccccc1 homo_energy_ev=-8.3 lumo_energy_ev=0.85 spin_multiplicity=1
C -3.44595 1.17408 -0.54777 -1.20
C -2.07475 1.10999 -1.11610 0.69
C -1.27792 2.06993 -1.74224 -0.57
N -0.07718 1.41360 -1.99717 -0.08
C -0.18155 0.09526 -1.61602 -0.44
N -1.39120 -0.08076 -1.14472 -0.49
H -3.47240 1.76633 0.41193 0.24
H -3.80643 0.16870 -0.25720 0.32
H -4.19048 1.63624 -1.17776 0.32
H -1.27930 3.02967 -2.21362 0.40
H 0.47865 1.70275 -2.78282 0.25
H 0.62216 -0.61567 -1.62724 0.56
C 3.26611 -0.31848 -0.02478 -1.29
C 1.94540 -0.68646 0.62054 0.54
C 1.20534 0.33481 1.21846 -0.35
C 0.19327 0.01205 2.08129 -0.28
C -0.11853 -1.29679 2.44445 -0.78
C 0.48743 -2.29639 1.69221 -0.21
C 1.46807 -2.00433 0.71213 -0.32
H 3.45137 -0.43864 -1.07935 0.30
H 4.09415 -0.86444 0.45384 0.34
H 3.48079 0.79314 0.14175 0.32
H 1.43716 1.35876 0.94345 0.23
H -0.30475 0.85327 2.52207 0.39
H -0.98274 -1.58239 3.02445 0.35
H 0.27278 -3.34915 1.71066 0.36
H 1.81002 -2.80939 0.09976 0.41

b | 27
Properties=species:S:1:pos:R:3:mulliken_charge:R:1 method="wB97M-V/def2-TZVPD" smiles=Cc1c[nH]cn1.Cc1ccccc1 homo_energy_ev=-8.6 lumo_energy_ev=0.78 spin_multiplicity=1
C -1.11767 -1.94233 2.44021 -1.34
C -0.04692 -0.96146 2.37239 0.90
C 1.33855 -1.03893 1.97596 -0.94
N 1.92265 0.24730 2.22405 -0.12
C 0.92958 1.05732 2.76036 -0.10
N -0.23898 0.44429 2.78024 -0.59
H -2.09935 -1.52865 2.30947 0.31
H -1.04989 -2.56450 3.41452 0.28
H -1.01469 -2.66893 1.78731 0.46
H 1.82496 -1.76721 1.46063 0.51
H 3.01824 0.26215 2.52878 0.30
H 1.13808 2.09411 2.87491 0.41
C 1.89243 -0.00993 -1.87765 -1.02
C 0.45059 0.25367 -2.11673 0.59
C -0.08669 0.54462 -3.35612 -0.65
C -1.44756 0.73869 -3.48081 -0.50
C -2.17988 0.71218 -2.23294 -0.20
C -1.71027 0.44009 -1.02028 -0.67
C -0.30481 0.09169 -0.89856 0.44
H 2.48079 -0.58064 -2.69410 0.32
H 2.05840 -0.93090 -1.22640 0.18
H 2.49104 0.91559 -1.63514 0.25
H 0.40676 0.53325 -4.29026 0.40
H -2.11687 0.92111 -4.36587 0.31
H -3.28962 0.88137 -2.45294 0.20
H -2.21149 0.54587 -0.12479 0.52
H 0.27381 -0.26747 -0.01128 -0.24

Most stable structure: a

a | 15
Properties=species:S:1:pos:R:3:mulliken_charge:R:1 method="wB97M-V/def2-TZVPD" smiles=CCS.CS homo_energy_ev=-9.1 lumo_energy_ev=0.77 spin_multiplicity=1
C -0.04236 -2.49032 0.54249 -1.00
C -0.62528 -1.17702 1.06728 -0.15
S -2.17624 -0.77462 0.18249 -0.20
H 0.39704 -2.33421 -0.43469 0.28
H 0.64524 -2.94783 1.24769 0.31
H -0.89872 -3.15116 0.38145 0.31
H 0.06094 -0.33248 1.01066 0.09
H -0.91734 -1.23598 2.11424 0.28
H -1.90760 0.42201 -0.35654 0.07
C 0.96333 1.84850 -0.90015 -0.34
S 1.08575 3.59449 -0.44179 -0.21
H 0.08361 1.66287 -1.50686 0.27
H 0.74113 1.30297 0.01410 -0.17
H 1.89867 1.49002 -1.31302 0.35
H 0.69183 4.12276 -1.60737 0.11

b | 15
Properties=species:S:1:pos:R:3:mulliken_charge:R:1 method="wB97M-V/def2-TZVPD" smiles=CSS.CC homo_energy_ev=-9.2 lumo_energy_ev=0.56 spin_multiplicity=1
C -0.92339 -1.75847 -1.43480 -0.68
S 0.74191 -1.21807 -1.80490 -0.03
S 1.53139 -0.91728 0.05068 -0.21
H -0.98120 -2.82695 -1.27845 0.30
H -1.55667 -1.54053 -2.30143 0.26
H -1.36564 -1.28687 -0.54947 0.22
H 1.46130 0.39382 0.34615 0.14
C -1.67675 2.14747 2.91406 -0.76
C -1.38173 3.22089 1.84810 -0.77
H -0.81455 1.96091 3.55918 0.25
H -1.96649 1.20005 2.46220 0.23
H -2.51560 2.50743 3.52016 0.27
H -2.04163 3.06953 0.98963 0.25
H -1.48851 4.20953 2.29504 0.28
H -0.37386 3.11856 1.44400 0.24

c | 15
Properties=species:S:1:pos:R:3:mulliken_charge:R:1 method="wB97M-V/def2-TZVPD" smiles=CSS.CC homo_energy_ev=-8.6 lumo_energy_ev=0.61 spin_multiplicity=1
C -0.24177 0.29901 -3.18436 -0.80
S -1.34303 -1.17019 -3.07632 -0.04
S -0.19126 -2.39679 -1.93659 -0.21
H 0.61347 0.27038 -2.51762 0.29
H 0.14077 0.18681 -4.18993 0.31
H -0.77655 1.23625 -3.09254 0.29
H -1.09753 -2.62777 -0.97381 0.14
C 0.91865 0.51995 2.90899 -0.83
C -0.19683 0.51735 1.86234 -0.71
H 1.87461 0.34766 2.41344 0.26
H 0.99129 1.49311 3.38584 0.27
H 0.75124 -0.27614 3.63243 0.27
H -0.08887 1.41274 1.24695 0.25
H -1.19814 0.55830 2.29062 0.30
H -0.15603 -0.37065 1.23056 0.18

d | 15
Properties=species:S:1:pos:R:3:mulliken_charge:R:1 method="wB97M-V/def2-TZVPD" smiles=CCC.SS homo_energy_ev=-8.8 lumo_energy_ev=0.12 spin_multiplicity=1
C 2.93420 0.24902 2.18678 -1.19
C 1.83099 0.30273 1.15617 -0.10
C 2.11551 0.27287 -0.37299 -0.57
H 3.48818 1.19369 2.11717 0.31
H 2.61390 0.07583 3.20778 0.32
H 3.72915 -0.46420 1.95237 0.31
H 1.12762 -0.52777 1.27742 0.17
H 1.13782 1.14606 1.24222 0.31
H 1.12542 0.18648 -0.81142 -0.18
H 2.73265 -0.57102 -0.66253 0.33
H 2.61736 1.17654 -0.71724 0.33
S -1.87044 -0.41453 0.26904 -0.15
S -1.67586 0.07418 -1.78772 -0.18
H -3.18354 -0.46829 0.12169 0.16
H -0.51395 -0.60003 -1.85583 0.15

Most stable structure: b

a | 15
Properties=species:S:1:pos:R:3:mulliken_charge:R:1 method="wB97M-V/def2-TZVPD" smiles=CSC.CS homo_energy_ev=-8.6 lumo_energy_ev=0.86 spin_multiplicity=1
C -0.57755 1.05114 -1.80398 -0.73
S -1.49892 -0.46699 -1.90922 -0.08
C -1.81794 -0.88810 -0.20137 -0.26
H -1.14864 1.91215 -1.46538 0.31
H -0.29090 1.25494 -2.84333 0.30
H 0.40801 0.97747 -1.35528 0.21
H -1.10299 -0.51596 0.52866 -0.26
H -2.81484 -0.52810 0.05954 0.29
H -1.84449 -1.96917 -0.06616 0.31
C 1.01875 0.16323 2.74101 -0.66
S 2.17157 0.20295 1.33890 -0.09
H -0.02507 -0.00026 2.51889 0.22
H 0.99333 1.16727 3.18221 0.27
H 1.54065 -0.46180 3.45476 0.24
H 1.34563 0.51456 0.31218 -0.07

b | 15
Properties=species:S:1:pos:R:3:mulliken_charge:R:1 method="wB97M-V/def2-TZVPD" smiles=CCS.CS homo_energy_ev=-8.9 lumo_energy_ev=0.87 spin_multiplicity=1
C -2.17242 2.50988 1.76128 -0.97
C -1.75486 1.14160 1.25731 -0.37
S -0.95925 1.05223 -0.36709 -0.22
H -1.34398 2.97041 2.31367 0.28
H -2.42278 3.12834 0.89434 0.30
H -3.08403 2.33040 2.35298 0.28
H -2.62968 0.50233 1.10447 0.30
H -1.08111 0.77128 2.04928 0.32
H -1.10343 2.40476 -0.63719 0.09
C 1.55578 -0.84161 -0.64294 -0.57
S 2.12871 -2.60694 -0.81758 -0.24
H 0.94089 -0.68558 -1.48788 0.29
H 2.43527 0.00141 -0.73207 0.28
H 1.00356 -0.64420 0.24864 0.11
H 3.24977 -2.43806 -1.53805 0.11

Most stable structure: a

a | 15
Properties=species:S:1:pos:R:3:mulliken_charge:R:1 method="wB97M-V/def2-TZVPD" smiles=CSS.CC homo_energy_ev=-8.7 lumo_energy_ev=0.53 spin_multiplicity=1
C 0.54865 1.29055 -1.08380 -0.80
S 0.39121 -0.39198 -1.98936 -0.05
S -0.74284 -1.47864 -0.66812 -0.20
H 1.17129 1.24996 -0.16429 0.23
H 0.94609 2.06041 -1.69748 0.39
H -0.45653 1.61954 -0.85610 0.26
H -1.82243 -0.69620 -0.37860 0.15
C 0.65456 0.51241 3.16559 -0.87
C -0.39700 1.49159 2.58657 -0.43
H 0.74653 -0.50671 2.61559 0.22
H 1.68878 0.90808 3.22722 0.28
H 0.33933 0.31729 4.22905 0.32
H -0.38069 2.42552 3.21348 0.29
H -1.37200 1.05833 2.74684 0.26
H -0.07150 1.72634 1.57386 -0.03

b | 15
Properties=species:S:1:pos:R:3:mulliken_charge:R:1 method="wB97M-V/def2-TZVPD" smiles=CCS.CS homo_energy_ev=-9.0 lumo_energy_ev=0.87 spin_multiplicity=1
C 1.26980 -1.71914 -1.70050 -1.07
C 0.48837 -0.63896 -0.98816 -0.40
S -1.00494 0.04886 -1.86313 -0.25
H 0.70743 -2.64347 -1.77597 0.31
H 1.75593 -1.29848 -2.59005 0.29
H 2.19636 -1.99239 -1.17542 0.34
H 1.05268 0.29117 -0.92827 0.30
H 0.08949 -0.95292 -0.02728 0.33
H -1.76498 -1.02360 -1.76327 0.11
C -1.19545 1.58697 1.87136 -0.46
S -0.03833 1.05506 3.15033 -0.20
H -2.25381 1.54206 2.14621 0.30
H -1.10960 1.06003 0.92440 0.00
H -1.06207 2.66129 1.71924 0.28
H 0.86914 2.02351 3.00051 0.11

Most stable structure: b